P | Density functional theory data (wB97M-V/def2-TZVPD) for a gas-phase ion, C6H7O3 (charge -1).

Values from the calculation:
Structure (SMILES) ... CC(OC(=O)[O-])=C1CC1
Net charge ... -1
Frontier orbital gap ... 8.064 eV

Last column: Löwdin charge in e.
Atoms and positions in Å:
C1 0.664 -1.512 -0.747  -0.020
C2 1.154 -0.341 0.048  -0.266
O1 2.426 -0.116 0.587  -0.017
C3 3.732 -0.408 -0.143  -0.771
O2 4.605 0.270 0.313  0.018
O3 3.701 -1.380 -0.861  -0.003
C4 0.314 0.668 0.208  -0.246
C5 -1.088 1.073 0.266  -0.095
C6 0.087 2.013 0.761  -0.085
H1 1.555 -2.042 -0.916  0.044
H2 0.342 -1.344 -1.719  0.060
H3 0.009 -2.104 -0.171  0.065
H4 -1.575 0.517 1.017  0.074
H5 -1.685 1.400 -0.515  0.056
H6 0.318 2.910 0.142  0.096
H7 0.345 2.114 1.826  0.091

=====

Q | Density functional theory data (wB97M-V/def2-TZVPD) for a gas-phase ion, C6H7O3 (charge -1).

Values from the calculation:
Structure (SMILES) ... C=C[C@@]1(O)O[C@@]1([O-])C=C
Net charge ... -1
Frontier orbital gap (spin up / spin down) ... 6.774 / 6.773 eV

Last column: Löwdin charge in e.
Atoms and positions in Å:
C1 -0.167 -2.083 0.099  -0.062
C2 -0.875 -1.146 0.767  -0.148
C3 -1.814 -0.283 0.143  -0.535
O1 -2.635 -0.678 -0.835  0.055
O2 -2.276 0.929 0.712  0.047
C4 -1.254 1.184 -0.190  -0.709
O3 -1.399 1.538 -1.380  -0.074
C5 0.030 1.727 0.409  -0.093
C6 1.101 1.019 0.155  -0.036
H1 0.652 -2.577 0.683  0.028
H2 -0.377 -2.740 -0.809  0.063
H3 -0.858 -0.882 1.871  0.143
H4 -2.683 0.075 -1.441  0.083
H5 -0.108 2.826 0.890  0.143
H6 2.196 1.159 0.354  0.055
H7 0.944 0.138 -0.441  0.040

=====

Name the most stable of them. P.

=====

P | Density functional theory data (wB97M-V/def2-TZVPD) for 2 unconnected molecules or ions with the total composition C4H4.

Values from the calculation:
Frontier orbital gap ... 10.161 eV

Last column: Löwdin charge in e.
Atoms and positions in Å:
C1 2.000 -0.324 0.151  -0.015
C2 2.469 0.762 -0.005  -0.002
C3 -1.693 0.068 0.111  -0.184
C4 -1.442 1.321 0.026  0.086
H1 1.576 -1.274 0.279  0.004
H2 -1.749 -0.697 -0.648  0.051
H3 -1.878 -0.310 1.110  0.053
H4 2.900 1.711 -0.114  0.007

=====

Q | Density functional theory data (wB97M-V/def2-TZVPD) for 2 unconnected molecules or ions with the total composition C4H4.

Values from the calculation:
Frontier orbital gap (spin up / spin down) ... 7.557 / 7.067 eV

Last column: Löwdin charge in e.
Atoms and positions in Å:
C1 -2.727 0.632 -0.289  0.107
C2 -1.728 -0.117 -0.030  -0.342
C3 -0.787 -0.910 0.224  0.113
C4 1.301 0.573 -0.025  0.058
H1 -0.570 -1.892 0.599  0.057
H2 1.606 1.080 0.860  -0.012
H3 1.122 0.996 -1.097  0.054
H4 1.782 -0.363 -0.242  -0.035

=====

Name the most stable of them. P.